DFT (ωB97M-V with the def2-TZVPD basis set) results for a structure of composition C34H36N4S4Sb3Ti at a distorted geometry.

Each line ends with the Mulliken charge.
Geometry (Å):
Ti: 1.87902 1.09135 1.09422  -0.444
C: -2.70509 1.60136 1.67095  -1.152
Sb: -1.84924 1.18252 -0.26143  0.031
C: -1.32900 3.20382 -0.75838  -1.370
C: -3.78731 1.33031 -1.30415  -1.399
C: -4.40923 -0.00792 -1.51733  1.103
C: -5.07115 -0.62699 -0.45509  -0.695
C: -5.59353 -1.90569 -0.55917  -0.742
C: -5.46493 -2.59876 -1.75262  -0.690
C: -4.82911 -1.99074 -2.82349  -0.702
C: -4.30099 -0.70277 -2.73625  1.024
C: -3.63701 -0.10699 -3.93953  -2.014
Sb: -1.47558 0.13260 -3.76152  0.828
C: -1.15375 -1.77204 -2.82571  -1.063
C: -1.00655 -0.58315 -5.73910  -1.391
H: -2.88537 2.67230 1.76742  0.437
H: -2.02956 1.27960 2.46140  0.102
H: -3.64959 1.06647 1.76865  0.418
H: -2.10057 3.88196 -0.39162  0.528
H: -1.25944 3.28125 -1.84391  0.405
H: -0.36402 3.48285 -0.33530  0.191
H: -3.62379 1.87978 -2.23032  0.492
H: -4.39819 1.95212 -0.64649  0.739
H: -5.17287 -0.08561 0.47882  0.300
H: -6.09635 -2.35598 0.28751  0.400
H: -5.86154 -3.60108 -1.85467  0.396
H: -4.73985 -2.52318 -3.76419  0.314
H: -4.03917 0.88552 -4.15530  0.538
H: -3.81966 -0.73613 -4.81172  0.589
H: -1.47182 -2.57332 -3.49434  0.538
H: -1.72029 -1.82808 -1.89695  0.257
H: -0.09153 -1.87646 -2.60464  0.190
H: -1.73518 -1.33306 -6.04852  0.422
H: -0.01879 -1.04422 -5.70363  0.348
H: -0.98472 0.22877 -6.46334  0.394
S: 5.43747 0.86250 -1.42213  -0.632
Sb: 4.86075 3.08175 -1.60198  0.421
S: 3.59168 2.50100 2.00969  -0.421
S: 2.69639 3.25826 0.27907  -0.437
S: 3.41161 3.43622 -3.37033  -0.717
C: 0.54556 3.84875 3.90688  -1.001
C: 0.45167 3.42249 2.61508  -0.774
N: 0.57378 2.11853 2.26273  0.741
C: 0.75082 1.19601 3.26996  0.153
C: 0.91968 1.58635 4.63629  0.984
C: 0.80904 2.91458 4.93933  -0.740
C: 1.14183 0.52737 5.59785  -1.004
C: 1.11316 -0.77322 5.25134  -1.010
C: 0.85785 -1.19280 3.88896  1.162
C: 0.68156 -2.48678 3.47964  -0.821
C: 0.38200 -2.76511 2.11767  -1.065
C: 0.34004 -1.73446 1.22113  -0.378
N: 0.55820 -0.44969 1.57095  0.926
C: 0.73591 -0.15740 2.90702  0.492
H: 0.45027 4.90225 4.12650  0.392
H: 0.32184 4.11016 1.79092  0.426
H: 0.91013 3.24817 5.96521  0.421
H: 1.31004 0.81610 6.62938  0.398
H: 1.25407 -1.54518 5.99960  0.422
H: 0.74144 -3.29598 4.19806  0.402
H: 0.20462 -3.77767 1.78497  0.456
H: 0.15843 -1.89634 0.16316  0.121
C: 1.99493 0.35073 -3.31091  -1.189
C: 2.59202 -0.88627 -3.37953  -0.826
C: 3.01712 -1.49826 -2.20613  -0.877
C: 2.79868 -0.85962 -1.00211  0.559
N: 2.13169 0.31176 -0.93098  1.640
C: 1.76982 0.91255 -2.05885  -1.023
C: 3.39274 -1.35984 0.26353  0.506
C: 4.02081 -2.59740 0.35856  -1.178
C: 4.61162 -2.95352 1.55543  -0.620
C: 4.57216 -2.07522 2.62745  -1.134
C: 3.91533 -0.87259 2.46122  -0.143
N: 3.32492 -0.53764 1.31579  1.098
H: 1.73284 0.92610 -4.18592  0.733
H: 2.78993 -1.35586 -4.33444  0.440
H: 3.57322 -2.42068 -2.25430  0.347
H: 1.29463 1.87966 -1.97276  0.771
H: 4.05742 -3.26714 -0.48550  0.396
H: 5.11018 -3.91045 1.64357  0.428
H: 5.03577 -2.30626 3.57574  0.464
H: 3.85006 -0.13637 3.25291  0.369

Values from the calculation:
LUMO: 0.061 Ha
Total energy: -127876.5232 eV
Largest force on an atom: 1.40 eV/A
Charge: -1
HOMO level: -3.47 eV
Energy relative to the best compared isomer or geometry (same formula, charge and spin): 98.3 kJ/mol